{"formula": "C5H11N4S", "method": "ωB97M-V with the def2-TZVPD basis set", "elements": ["C", "C", "C", "C", "C", "N", "N", "N", "N", "S", "H", "H", "H", "H", "H", "H", "H", "H", "H", "H", "H"], "positions_angstrom": [[-1.491, -1.593, -0.424], [-0.781, -0.410, -0.280], [-2.786, 0.435, 0.107], [-3.717, 1.488, 0.472], [0.683, -0.197, -0.178], [-1.537, 0.690, -0.026], [0.948, 1.107, -0.231], [1.534, -1.151, -0.137], [4.079, -0.591, 0.099], [-3.162, -1.253, -0.276], [-1.167, -2.696, -0.543], [-4.660, 1.139, 1.034], [-3.086, 2.252, 1.150], [-3.878, 2.124, -0.506], [0.125, 1.619, -0.330], [1.906, 1.367, -0.381], [2.620, -0.964, -0.184], [1.133, -2.078, 0.086], [4.465, -0.364, -0.789], [4.074, 0.285, 0.596], [4.699, -1.212, 0.742]], "nbo_charge": [-0.4049, 0.0035, 0.1173, -0.6878, 0.5275, -0.4840, -0.7320, -0.7338, -1.0604, 0.4892, 0.2742, 0.2612, 0.2632, 0.2649, 0.4462, 0.4068, 0.4363, 0.4165, 0.3950, 0.3803, 0.4209], "lumo_ev": -3.258, "total_charge": 1}

{"formula": "C5H11N5", "method": "ωB97M-V with the def2-TZVPD basis set", "elements": ["C", "C", "C", "C", "C", "N", "N", "N", "N", "N", "H", "H", "H", "H", "H", "H", "H", "H", "H", "H", "H"], "positions_angstrom": [[1.659, -0.008, -0.035], [-0.225, 0.616, 1.516], [-0.193, 1.203, -0.993], [-0.689, -1.135, -0.318], [0.113, 0.104, 0.048], [2.493, 0.742, -0.778], [2.323, -0.868, 0.722], [3.704, 0.275, -0.505], [3.608, -0.715, 0.302], [-2.239, -0.957, -0.218], [-0.372, -0.132, 2.200], [0.549, 1.289, 1.680], [-1.152, 1.174, 1.461], [0.002, 2.106, -0.464], [0.518, 1.016, -1.887], [-1.179, 1.082, -1.416], [-0.493, -1.508, -1.269], [-0.437, -1.809, 0.466], [-2.552, -0.023, -0.612], [-2.481, -0.864, 0.738], [-2.957, -1.588, -0.638]], "nbo_charge": [0.1956, -0.5997, -0.6141, -0.1887, -0.0815, -0.4017, -0.3998, -0.1181, -0.1421, -0.6984, 0.2059, 0.2528, 0.1692, 0.2343, 0.2717, 0.1447, 0.2261, 0.2372, 0.4366, 0.4276, 0.4424], "lumo_ev": -1.297, "total_charge": 0}

{"formula": "C5H11NO", "method": "ωB97M-V with the def2-TZVPD basis set", "elements": ["C", "C", "C", "N", "C", "C", "O", "H", "H", "H", "H", "H", "H", "H", "H", "H", "H", "H"], "positions_angstrom": [[-1.105, 0.853, -0.772], [-0.363, 1.422, -2.008], [-0.602, -0.611, -0.346], [0.415, -0.774, 0.539], [0.570, -2.000, 1.268], [1.035, 0.394, 1.165], [-1.350, -1.578, -0.604], [-1.111, 1.524, 0.082], [-2.095, 0.638, -1.084], [-1.053, 2.212, -2.382], [-0.263, 0.620, -2.738], [0.592, 1.921, -1.779], [0.086, -2.904, 0.832], [-0.096, -1.812, 2.154], [1.580, -2.283, 1.653], [2.185, 0.328, 1.332], [0.759, 0.660, 2.138], [0.817, 1.389, 0.549]], "lowdin_spin": [0.0529, 0.0748, 0.0332, 0.0090, 0.1023, 0.3169, 0.0054, 0.0405, 0.0038, 0.0097, 0.0043, 0.0370, 0.0087, 0.0243, 0.0352, 0.0987, 0.0817, 0.0614], "multiplicity": 2, "lumo_ev": [4.110, 3.982], "total_charge": -1}

{"formula": "C5H11NO", "method": "ωB97M-V with the def2-TZVPD basis set", "elements": ["C", "N", "C", "O", "C", "C", "C", "H", "H", "H", "H", "H", "H", "H", "H", "H", "H", "H"], "positions_angstrom": [[0.394, -1.003, -2.601], [0.976, 0.047, -2.186], [-0.987, -0.075, -0.328], [-1.715, 0.793, -0.729], [0.052, 0.069, 0.763], [0.625, 1.474, 0.903], [-0.741, -0.381, 1.998], [-1.105, -1.130, -0.668], [0.815, -2.021, -2.544], [-0.623, -0.915, -3.002], [1.898, -0.181, -1.811], [0.861, -0.654, 0.578], [-0.179, 2.212, 0.970], [1.244, 1.731, 0.037], [1.241, 1.544, 1.807], [-0.132, -0.359, 2.903], [-1.602, 0.282, 2.137], [-1.123, -1.401, 1.866]], "nbo_charge": [-0.0485, -0.5937, 0.4718, -0.5402, -0.3283, -0.6096, -0.5993, 0.0933, 0.1523, 0.1740, 0.3312, 0.2016, 0.2243, 0.2231, 0.2055, 0.2165, 0.2164, 0.2094], "lumo_ev": 0.878, "total_charge": 0, "smiles": "CC(C)C=O.C=N"}

{"formula": "C5H11NO", "method": "ωB97M-V with the def2-TZVPD basis set", "elements": ["C", "C", "O", "H", "H", "H", "H", "H", "H", "C", "N", "C", "C", "H", "H", "H", "H", "H"], "positions_angstrom": [[-1.600, -0.125, 0.005], [-2.298, 1.138, -0.469], [-1.388, -0.123, 1.408], [-0.839, 0.644, 1.615], [-2.231, -0.998, -0.189], [-0.554, -0.409, -0.493], [-2.533, 1.081, -1.530], [-1.677, 2.016, -0.289], [-3.233, 1.272, 0.075], [2.242, -1.648, -0.437], [1.395, -0.857, 0.430], [1.417, 0.496, 0.391], [1.576, 1.686, 0.272], [0.733, -1.311, 1.051], [2.979, -1.032, -0.952], [1.679, -2.163, -1.225], [2.775, -2.400, 0.146], [1.559, 2.734, 0.191]], "nbo_charge": [-0.0709, -0.6395, -0.7387, 0.4711, 0.1723, 0.1724, 0.2137, 0.2052, 0.2127, -0.3966, -0.6671, 0.1677, -0.3627, 0.4223, 0.2165, 0.1866, 0.1977, 0.2372], "lumo_ev": 0.966, "total_charge": 0, "smiles": "C#CNC.CCO"}

{"formula": "C5H11NO", "method": "ωB97M-V with the def2-TZVPD basis set", "elements": ["C", "C", "C", "N", "C", "O", "C", "H", "H", "H", "H", "H", "H", "H", "H", "H", "H", "H"], "positions_angstrom": [[-1.867, -0.856, -0.644], [-1.269, 0.527, -0.390], [-0.501, 0.608, 0.939], [0.458, -0.495, 1.195], [1.751, 0.008, 0.902], [2.426, 0.540, 1.747], [2.108, 0.042, -0.571], [-2.656, -0.825, -1.400], [-1.113, -1.567, -1.006], [-2.293, -1.264, 0.280], [-0.641, 0.821, -1.243], [-2.069, 1.274, -0.337], [0.060, 1.553, 0.961], [-1.205, 0.642, 1.773], [0.253, -1.289, 0.593], [1.997, 1.090, -0.877], [1.421, -0.552, -1.179], [3.139, -0.257, -0.745]], "nbo_charge": [-0.6206, -0.4175, -0.2175, -0.6748, 0.7073, -0.5363, -0.7375, 0.2214, 0.1948, 0.2099, 0.1971, 0.2128, 0.2046, 0.1987, 0.3616, 0.2443, 0.2088, 0.2429], "lumo_ev": 0.855, "total_charge": 0, "smiles": "CCCNC(C)=O"}

{"formula": "C5H11NO", "method": "ωB97M-V with the def2-TZVPD basis set", "elements": ["N", "C", "C", "C", "C", "C", "H", "H", "H", "H", "H", "H", "H", "H", "H", "H", "H", "O"], "positions_angstrom": [[-1.403, 0.851, 0.824], [-0.851, -0.093, -0.002], [0.056, 0.224, -0.960], [0.768, 1.501, -1.135], [1.216, 2.274, -0.127], [-1.439, -1.462, 0.050], [-2.087, 0.626, 1.512], [-1.223, 1.819, 0.601], [0.366, -0.535, -1.659], [1.074, 1.682, -2.165], [1.465, 3.317, -0.146], [1.008, 1.882, 0.866], [-0.980, -2.156, -0.635], [-2.547, -1.460, 0.078], [-1.516, -1.742, 1.124], [1.144, -1.682, 0.503], [1.783, -3.141, 0.348], [1.536, -2.445, 0.962]], "nbo_charge": [-0.8204, 0.2310, -0.3955, -0.1888, -0.4335, -0.6681, 0.3899, 0.4031, 0.2036, 0.1987, 0.2036, 0.1859, 0.2358, 0.2277, 0.2314, 0.4829, 0.4713, -0.9586], "lumo_ev": 0.866, "total_charge": 0, "smiles": "C=C/C=C(/C)N.O"}

{"formula": "C5H11NO", "method": "ωB97M-V with the def2-TZVPD basis set", "elements": ["C", "C", "C", "C", "C", "N", "O", "H", "H", "H", "H", "H", "H", "H", "H", "H", "H", "H"], "positions_angstrom": [[-0.549, 2.360, -0.346], [-1.392, 1.089, 0.123], [-0.731, -0.240, -0.304], [0.555, -0.463, 0.530], [0.909, -1.863, 0.424], [2.006, -2.201, -0.252], [0.134, -2.636, 1.013], [-0.942, 3.398, 0.083], [-0.564, 2.272, -1.396], [0.425, 2.099, 0.137], [-1.558, 1.110, 1.215], [-2.457, 1.078, -0.226], [-1.498, -1.160, -0.065], [-0.657, -0.235, -1.361], [1.518, 0.152, 0.182], [0.314, -0.085, 1.667], [2.012, -3.117, -0.568], [2.476, -1.558, -0.856]], "nbo_charge": [-0.6170, -0.3927, -0.4079, -0.4889, 0.6405, -0.7916, -0.6287, 0.2170, 0.2028, 0.2047, 0.1947, 0.2011, 0.2381, 0.2036, 0.1906, 0.2477, 0.3944, 0.3914], "lumo_ev": 0.852, "total_charge": 0, "smiles": "CCCCC(N)=O"}

{"formula": "C5H11NO", "method": "ωB97M-V with the def2-TZVPD basis set", "elements": ["C", "C", "N", "C", "H", "H", "H", "H", "H", "H", "H", "C", "C", "O", "H", "H", "H", "H"], "positions_angstrom": [[0.516, 2.285, 2.521], [-0.538, 1.745, 1.911], [-0.662, 0.426, 1.466], [-1.069, 0.286, 0.073], [1.369, 1.687, 2.816], [0.495, 3.342, 2.738], [-1.387, 2.372, 1.657], [0.206, -0.068, 1.631], [-1.413, -0.726, -0.123], [-1.918, 0.952, -0.099], [-0.290, 0.561, -0.644], [0.084, -1.609, -2.809], [0.632, -2.026, -1.685], [1.676, -1.370, -1.084], [-0.679, -2.175, -3.318], [0.483, -0.738, -3.313], [0.328, -2.939, -1.182], [2.167, -2.004, -0.556]], "nbo_charge": [-0.5127, 0.0176, -0.6152, -0.4055, 0.1894, 0.2065, 0.1816, 0.3586, 0.1991, 0.1929, 0.1849, -0.5027, 0.1321, -0.6935, 0.2128, 0.2085, 0.1654, 0.4802], "lumo_ev": 0.665, "total_charge": 0, "smiles": "C=CNC.C=CO"}

{"formula": "C5H11NO", "method": "ωB97M-V with the def2-TZVPD basis set", "elements": ["C", "C", "C", "C", "N", "C", "O", "H", "H", "H", "H", "H", "H", "H", "H", "H", "H", "H"], "positions_angstrom": [[-0.556, -1.732, -1.221], [0.622, -1.115, -0.472], [0.203, 0.063, 0.412], [1.303, 0.477, 1.387], [-0.293, 1.118, -0.478], [-1.266, 2.025, 0.017], [-1.162, 2.750, 0.972], [-1.323, -2.070, -0.513], [-1.027, -1.003, -1.887], [-0.244, -2.592, -1.820], [1.114, -1.868, 0.158], [1.382, -0.764, -1.186], [-0.665, -0.270, 0.997], [1.514, -0.346, 2.084], [2.230, 0.711, 0.850], [1.003, 1.362, 1.954], [0.427, 1.572, -1.034], [-2.210, 1.981, -0.547]], "nbo_charge": [-0.6086, -0.3937, -0.0371, -0.6247, -0.7390, 0.5724, -0.5144, 0.1991, 0.2167, 0.2099, 0.2032, 0.1934, 0.1884, 0.2097, 0.1998, 0.2304, 0.3881, 0.1064], "lumo_ev": 1.080, "total_charge": 0, "smiles": "CC[C@@H](C)NC=O"}

{"formula": "C5H11NO", "method": "ωB97M-V with the def2-TZVPD basis set", "elements": ["C", "O", "C", "C", "C", "C", "N", "H", "H", "H", "H", "H", "H", "H", "H", "H", "H", "H"], "positions_angstrom": [[1.744, -0.303, 0.302], [2.699, -0.206, -0.753], [0.931, 0.984, 0.447], [-0.350, 0.854, 1.255], [-1.445, -0.010, 0.618], [-1.522, -0.200, -0.713], [-2.173, -1.298, -1.357], [2.298, -0.591, 1.188], [1.099, -1.176, 0.095], [2.288, 0.220, -1.504], [1.660, 1.686, 0.872], [0.725, 1.387, -0.549], [-0.830, 1.843, 1.131], [-0.274, 0.426, 2.257], [-2.209, -0.512, 1.195], [-1.030, 0.468, -1.416], [-1.866, -2.097, -0.818], [-1.743, -1.476, -2.250]], "nbo_charge": [-0.0587, -0.7202, -0.4238, -0.4421, -0.2766, -0.0103, -0.8131, 0.1782, 0.1533, 0.4584, 0.2173, 0.1915, 0.2262, 0.2232, 0.2050, 0.1654, 0.3639, 0.3623], "lumo_ev": 0.852, "total_charge": 0, "smiles": "N/C=C/CCCO"}

{"formula": "C5H11NO", "method": "ωB97M-V with the def2-TZVPD basis set", "elements": ["C", "C", "C", "C", "N", "C", "O", "H", "H", "H", "H", "H", "H", "H", "H", "H", "H", "H"], "positions_angstrom": [[1.153, 0.156, 1.797], [-0.240, 0.387, 1.220], [-0.457, -0.272, -0.149], [-1.911, -0.141, -0.608], [0.440, 0.299, -1.143], [1.296, -0.416, -1.921], [1.492, -1.613, -1.844], [1.349, -0.914, 1.924], [1.926, 0.559, 1.135], [1.259, 0.637, 2.776], [-0.998, -0.006, 1.908], [-0.440, 1.467, 1.138], [-0.183, -1.330, -0.092], [-2.587, -0.592, 0.126], [-2.200, 0.914, -0.718], [-2.063, -0.638, -1.570], [0.338, 1.290, -1.314], [1.825, 0.214, -2.665]], "nbo_charge": [-0.6093, -0.3959, -0.0669, -0.6089, -0.6209, 0.5317, -0.6155, 0.2100, 0.2086, 0.2114, 0.2068, 0.1901, 0.2279, 0.2140, 0.1989, 0.2199, 0.3895, 0.1085], "lumo_ev": 0.904, "total_charge": 0, "smiles": "CC[C@@H](C)NC=O"}

{"formula": "C5H11NO", "method": "ωB97M-V with the def2-TZVPD basis set", "elements": ["C", "C", "C", "C", "C", "O", "N", "H", "H", "H", "H", "H", "H", "H", "H", "H", "H", "H"], "positions_angstrom": [[-0.359, -1.680, -1.403], [-0.317, -0.818, -0.154], [0.892, 0.178, -0.294], [0.911, 1.271, 0.816], [0.228, 1.354, 2.161], [0.677, 1.751, 3.213], [-1.555, 0.060, -0.233], [-1.344, -2.137, -1.472], [-0.307, -0.967, -2.349], [0.457, -2.436, -1.431], [-0.357, -1.365, 0.780], [0.961, 0.707, -1.348], [1.793, -0.345, -0.355], [0.815, 2.201, 0.250], [1.952, 1.400, 1.137], [-0.783, 0.848, 2.247], [-1.426, 0.601, -1.087], [-2.239, -0.623, -0.478]], "nbo_charge": [-0.6158, -0.0682, -0.3794, -0.5568, 0.4497, -0.5239, -0.8186, 0.2029, 0.2004, 0.2152, 0.2034, 0.2023, 0.2110, 0.2462, 0.2333, 0.1143, 0.3418, 0.3423], "lumo_ev": 0.871, "total_charge": 0, "smiles": "C[C@H](N)CCC=O"}

What energy above the lowest of the compared OMol25 structures with the same formula, charge and spin values result from the calculations? In sequence: 0.0, 343.8, 116.2, 198.7, 343.0, 102.5, 221.7, 145.0, 255.0, 109.0, 224.2, 19.4, 221.8 kJ/mol.
What max |F| values result from the calculations? In sequence: 3.485, 4.196, 3.929, 0.678, 2.760, 0.472, 2.820, 4.037, 0.576, 0.498, 2.371, 0.328, 3.566 eV/Å.